Computed, not measured: 2 unconnected molecules or ions with the total composition C8H14O4P at a distorted geometry, with wB97M-V/def2-TZVPD.

Properties
- Frontier orbital gap: 8.725 eV
- Highest occupied orbital energy: -0.1936 hartree
- Energy above the lowest of the compared OMol25 structures with the same formula, charge and spin: 15.0 kcal per mole
- LUMO level: 0.12704 Eh
- Spin multiplicity: 1
- E_tot: -26002.763 eV
- Total charge: -1

Element x y z (Å)
C 1.1512 1.7419 -2.5044
C 0.1737 1.4631 -1.6516
C -1.3982 1.0737 -3.5958
C 2.6170 1.6986 -2.1468
C -2.1570 0.6141 -1.1715
C -1.5431 -0.3146 2.3346
C 0.3454 -2.3531 2.6933
C -1.2164 1.2141 -2.1939
O -1.6827 2.2436 -3.0899
O -1.3663 0.5095 -4.6731
O 0.8411 0.1057 1.2357
O -0.5002 -1.8792 0.1471
P -0.1857 -1.0321 1.3670
H 0.9879 1.8083 -3.5871
H 0.2105 1.3441 -0.5657
H 3.2122 2.4341 -2.6805
H 2.8809 0.7372 -2.5623
H 2.7987 1.7911 -1.1220
H -2.0971 1.1656 -0.1854
H -3.1035 0.4620 -1.7348
H -1.5629 -0.2327 -0.8884
H -2.3117 0.1754 1.6571
H -2.1284 -1.0141 2.9068
H -0.9548 0.4044 2.8058
H 0.5763 -2.1474 3.7481
H -0.3289 -3.2799 2.7536
H 1.2123 -2.8914 2.1617

Cartesian forces, eV/Å:
0.800 -0.084 0.458
-1.131 0.076 -0.665
0.184 -1.873 -2.056
-0.965 0.341 -1.792
0.760 1.407 -0.621
-2.094 -0.198 -2.854
0.506 -2.146 -1.572
1.595 -1.074 2.772
-1.376 2.387 -1.608
-0.200 1.167 1.493
-1.228 -1.267 0.257
-0.305 0.902 0.881
1.799 -1.301 0.376
-0.319 -0.054 0.376
0.811 -0.108 -0.270
-0.009 0.258 -0.137
0.711 -0.477 0.311
0.248 -0.233 1.596
-0.868 0.057 -1.379
0.231 -0.246 1.369
-0.456 -1.575 -0.051
1.011 -0.242 0.720
0.274 -0.260 0.601
0.292 1.325 1.577
0.238 0.547 -0.466
0.086 1.579 -0.310
-0.595 1.093 0.995

Atomic charges from the natural (NBO) analysis, expressed in e, are listed below: number 1, C, carries -0.134; number 2, C, carries -0.248; number 3, C, carries 0.771; number 4, C, carries -0.637; number 5, C, carries -0.673; number 6, C, carries -1.042; number 7, C, carries -1.041; number 8, C, carries 0.116; number 9, O, carries -0.472; number 10, O, carries -0.582; number 11, O, carries -1.188; number 12, O, carries -1.168; number 13, P, carries 2.157; number 14, H, carries 0.185; number 15, H, carries 0.267; number 16, H, carries 0.191; number 17, H, carries 0.220; number 18, H, carries 0.227; number 19, H, carries 0.226; number 20, H, carries 0.215; number 21, H, carries 0.300; number 22, H, carries 0.210; number 23, H, carries 0.222; number 24, H, carries 0.243; number 25, H, carries 0.203; number 26, H, carries 0.209; number 27, H, carries 0.222